1.
Density functional theory data (the ωB97M-V functional and the def2-TZVPD basis) for 8 unconnected molecules or ions with the total composition CH17NO6 in a non-equilibrium geometry.

Geometry (Å):
O1 -0.47 -3.89 0.54
O2 1.02 2.71 -0.66
O3 -0.40 1.66 1.32
O4 -0.03 0.19 -1.65
O5 2.53 0.48 2.00
O6 3.21 1.39 -0.59
N1 -2.67 -1.01 -1.03
C1 -2.58 -0.16 0.17
H1 -2.81 -0.75 1.06
H2 0.26 -1.40 0.31
H3 0.94 2.54 -1.61
H4 0.14 -0.55 -1.05
H5 1.75 -0.09 2.01
H6 0.26 0.97 -1.12
H7 2.96 0.67 -1.17
H8 -0.20 -2.99 0.26
H9 -1.57 0.19 0.20
H10 2.37 2.00 -0.64
H11 -1.97 -0.77 -1.72
H12 2.69 0.65 1.05
H13 -3.30 0.64 0.14
H14 0.07 2.06 0.54
H15 -2.73 -1.99 -0.83
H16 0.17 1.81 2.08
H17 0.37 -4.36 0.40

Properties
HOMO-LUMO gap (alpha / beta) in eV: 8.50 / 5.71
E_tot in a.u.: -554.416184
HOMO (alpha / beta) in eV: -5.37 / -5.37
Spin multiplicity: 2
Relative energy (zero: lowest compared OMol25 entry of this formula, charge and spin) in kcal per mole: 19.7
Charge: -1

2.
Density functional theory data (the ωB97M-V functional and the def2-TZVPD basis) for C23H36N4O4S in the gas phase in a non-equilibrium geometry.

Geometry (Å):
S1 -5.03 0.80 -0.98
O1 -0.14 -0.54 0.60
O2 4.34 -0.83 -1.44
O3 -5.46 2.15 -0.74
O4 -5.95 -0.13 -1.56
N1 3.65 0.37 0.33
N2 1.21 -0.87 -1.17
N3 -3.73 0.89 -2.01
N4 3.32 3.16 0.72
C1 -3.30 -0.95 2.86
C2 -0.96 0.14 -1.55
C3 -4.43 0.12 0.56
C4 -3.85 -1.78 1.89
C5 2.20 2.25 0.81
C6 2.90 4.51 0.42
C7 -1.56 1.41 -0.94
C8 2.28 -1.53 -0.44
C9 3.59 -3.63 -0.12
C10 1.28 -3.75 -1.09
C11 3.52 -0.63 -0.56
C12 4.29 2.66 -0.24
C13 -3.92 0.96 1.53
C14 -3.36 0.43 2.67
C15 4.78 1.28 0.20
C16 -4.42 -1.25 0.74
C17 -2.06 -0.91 -1.75
C18 2.68 0.87 1.27
C19 2.56 -2.93 -1.01
C20 -2.74 1.91 -1.78
C21 -3.22 -0.33 -2.57
C22 0.06 -0.45 -0.59
C23 -2.64 -1.52 4.07
H1 -2.78 -0.88 4.94
H2 -4.06 -1.03 -2.62
H3 5.27 1.36 1.17
H4 4.52 -3.06 -0.09
H5 3.16 0.97 2.24
H6 2.22 4.85 1.20
H7 -3.98 2.03 1.37
H8 -1.66 -1.79 -2.27
H9 1.50 -4.75 -1.44
H10 5.47 0.87 -0.54
H11 3.81 -4.62 -0.52
H12 2.99 -2.81 -2.01
H13 1.48 2.64 1.55
H14 3.78 5.16 0.42
H15 -3.25 2.73 -1.28
H16 1.67 2.15 -0.16
H17 1.95 -1.63 0.59
H18 -0.50 0.37 -2.52
H19 0.56 -3.30 -1.77
H20 3.85 2.58 -1.25
H21 2.40 4.60 -0.55
H22 0.82 -3.82 -0.11
H23 1.82 0.21 1.36
H24 1.34 -0.78 -2.16
H25 -1.57 -1.61 3.89
H26 3.21 -3.74 0.89
H27 -2.42 -1.23 -0.77
H28 -2.88 -0.12 -3.60
H29 -1.89 1.17 0.07
H30 -2.95 1.08 3.43
H31 -2.38 2.26 -2.75
H32 -0.80 2.19 -0.88
H33 -4.85 -1.88 -0.02
H34 -3.84 -2.85 2.03
H35 5.13 3.35 -0.28
H36 -3.03 -2.51 4.30

Properties
HOMO-LUMO gap in eV: 9.44
Structure (SMILES): Cc1ccc(S(=O)(=O)N2CCC(C(=O)N[C@H](C(=O)N3CCN(C)CC3)C(C)C)CC2)cc1
E_tot in a.u.: -1816.236929
HOMO in eV: -8.93
Relative energy (zero: lowest compared OMol25 entry of this formula, charge and spin) in kcal per mole: 0.0

3.
Density functional theory data (the ωB97M-V functional and the def2-TZVPD basis) for a molecular structure, C51H48AlN8O2PTe in a non-equilibrium geometry.

Geometry (Å):
Te1 0.27 6.18 2.68
P1 -2.37 -1.07 -1.27
Al1 0.75 -0.04 -0.49
O1 3.81 1.51 1.37
O2 1.77 0.56 0.77
N1 -0.65 -0.37 0.89
N2 0.32 -1.96 -1.20
N3 2.53 0.12 -1.66
N4 -2.78 -0.66 1.54
N5 -1.16 -3.64 -1.22
N6 3.48 0.65 -0.70
N7 -2.19 1.08 -3.08
N8 -0.35 0.90 -1.75
C1 0.07 -4.20 -0.81
C2 3.19 -3.58 0.36
C3 3.22 -2.97 -1.99
C4 -3.83 0.24 4.34
C5 0.30 -5.50 -0.29
C6 -2.38 3.43 -5.41
C7 1.54 -1.03 3.05
C8 0.46 -0.21 3.18
C9 -1.41 2.24 -3.31
C10 -1.00 -2.28 -1.30
C11 -2.08 -0.38 2.71
C12 -0.58 -6.13 0.61
C13 -2.38 -4.42 -1.56
C14 -3.28 0.55 -3.91
C15 1.42 3.60 -3.54
C16 0.98 -3.15 -0.86
C17 1.55 -7.55 -0.35
C18 2.54 -1.00 4.06
C19 -2.07 -1.28 4.98
C20 1.40 0.88 5.10
C21 2.60 4.36 -3.50
C22 2.47 0.00 5.03
C23 -1.77 4.71 -3.40
C24 1.54 3.17 -1.13
C25 0.33 0.69 4.25
C26 3.39 4.30 -2.31
C27 -1.86 3.47 -4.09
C28 2.46 -3.25 -0.79
C29 4.62 -3.06 -2.05
C30 -2.66 -1.43 6.23
C31 -2.80 4.67 -6.00
C32 -1.89 -0.60 0.46
C33 0.62 -8.20 0.44
C34 0.89 3.01 -2.38
C35 -0.35 2.11 -2.44
C36 -0.74 -0.33 2.31
C37 -2.69 -0.53 4.01
C38 -0.92 4.86 1.42
C39 -2.70 5.91 -5.33
C40 3.08 0.90 0.61
C41 1.51 7.21 1.31
C42 4.61 -3.73 0.27
C43 2.84 3.77 -1.10
C44 -1.56 0.31 -2.14
C45 -4.42 0.14 5.59
C46 1.44 -6.21 -0.74
C47 -4.25 -0.99 1.53
C48 5.31 -3.48 -0.93
C49 -0.36 -7.41 1.06
C50 -2.19 5.88 -4.02
C51 -3.90 -0.81 6.49
H1 -3.20 4.60 -6.99
H2 4.38 4.71 -2.23
H3 0.72 -9.26 0.65
H4 -2.74 -3.98 -2.55
H5 -4.09 0.28 -3.24
H6 2.65 -2.73 -2.92
H7 3.32 -1.75 4.04
H8 1.27 8.30 1.30
H9 -4.44 -1.33 0.51
H10 2.57 7.08 1.65
H11 1.05 2.95 -0.22
H12 4.33 1.13 -1.03
H13 -1.75 5.51 1.09
H14 3.44 3.83 -0.20
H15 2.27 -5.77 -1.38
H16 2.67 -3.86 1.31
H17 -2.12 -2.01 6.98
H18 -2.27 6.78 -3.36
H19 -0.53 1.39 4.32
H20 -2.49 2.53 -5.94
H21 5.10 -2.85 -2.97
H22 1.45 1.71 5.82
H23 -1.37 4.02 1.97
H24 0.94 3.41 -4.54
H25 -4.50 -1.19 7.31
H26 -3.16 -4.40 -0.82
H27 3.28 0.14 5.66
H28 -1.14 -1.80 4.82
H29 -2.16 -5.45 -1.77
H30 -1.30 -5.43 1.07
H31 -4.85 -0.09 1.69
H32 -4.47 -1.75 2.33
H33 1.63 -1.77 2.27
H34 -1.37 4.77 -2.34
H35 -3.62 1.37 -4.54
H36 -2.85 -0.13 -4.65
H37 2.34 0.73 -2.44
H38 1.29 6.78 0.27
H39 5.13 -4.02 1.17
H40 -1.00 -7.84 1.80
H41 -4.17 0.88 3.56
H42 -0.29 4.44 0.59
H43 2.43 -8.07 -0.53
H44 -2.89 6.87 -5.76
H45 -5.29 0.72 5.83
H46 2.77 -0.87 -1.90
H47 2.92 5.00 -4.33
H48 6.38 -3.56 -0.98

Properties
HOMO-LUMO gap in eV: 5.54
E_tot in a.u.: -3412.221698
HOMO in eV: -10.90
Relative energy (zero: lowest compared OMol25 entry of this formula, charge and spin) in kcal per mole: 30.0
Charge: +2

4.
Density functional theory data (the ωB97M-V functional and the def2-TZVPD basis) for C18H19N3O3S in the gas phase in a non-equilibrium geometry.

Geometry (Å):
S1 -1.41 0.93 4.95
O1 4.99 -0.06 -3.51
O2 -1.40 -2.96 -0.46
O3 -1.11 -1.50 2.71
N1 -0.23 -3.01 -1.15
N2 -2.46 -0.14 1.53
N3 -0.61 -0.92 -0.49
C1 -2.77 -1.28 0.70
C2 -1.05 0.79 3.27
C3 3.46 -1.90 -3.00
C4 0.23 -1.78 -1.15
C5 -3.03 1.15 1.22
C6 0.17 2.65 3.90
C7 -0.42 2.33 5.08
C8 -4.55 1.14 1.46
C9 2.28 -2.29 -2.41
C10 1.46 -1.37 -1.77
C11 3.03 0.37 -2.32
C12 -1.57 -1.69 -0.09
C13 5.86 -0.94 -4.18
C14 1.85 -0.03 -1.73
C15 -1.53 -0.38 2.49
C16 3.85 -0.56 -2.96
C17 -2.69 1.59 -0.21
C18 -0.19 1.77 2.86
H1 -1.64 1.40 -0.40
H2 -3.06 -2.14 1.32
H3 -3.59 -1.04 0.02
H4 -4.94 2.15 1.33
H5 -4.76 0.81 2.47
H6 -5.06 0.48 0.76
H7 -0.33 2.83 6.02
H8 5.38 -1.42 -5.03
H9 1.97 -3.33 -2.44
H10 -3.27 1.04 -0.94
H11 4.08 -2.64 -3.49
H12 0.18 1.84 1.85
H13 0.83 3.49 3.77
H14 -2.90 2.65 -0.33
H15 3.35 1.40 -2.30
H16 1.22 0.69 -1.23
H17 6.25 -1.71 -3.50
H18 -2.58 1.86 1.92
H19 6.69 -0.32 -4.53

Properties
HOMO-LUMO gap in eV: 9.03
Structure (SMILES): COc1ccc(-c2noc(CN(C(=O)c3cccs3)C(C)C)n2)cc1
E_tot in a.u.: -1485.465270
HOMO in eV: -8.37
Relative energy (zero: lowest compared OMol25 entry of this formula, charge and spin) in kcal per mole: 76.6

5.
Density functional theory data (the ωB97M-V functional and the def2-TZVPD basis) for 2 unconnected molecules or ions with the total composition C3H10N4O in a non-equilibrium geometry.

Geometry (Å):
O1 -1.46 0.12 -1.64
N1 -1.06 0.96 -0.54
N2 -2.02 -0.73 0.82
N3 0.92 -0.77 0.53
N4 0.54 -1.97 -0.11
C1 1.03 0.29 -0.25
C2 -1.37 0.42 0.63
C3 1.69 1.50 0.35
H1 1.17 0.17 -1.33
H2 -1.16 1.04 1.49
H3 -1.94 -1.16 1.72
H4 -1.71 0.76 -2.31
H5 2.75 1.48 0.10
H6 -1.95 -1.38 0.04
H7 0.64 -1.94 -1.13
H8 1.57 1.51 1.43
H9 1.25 2.41 -0.06
H10 1.10 -2.73 0.27

Properties
HOMO-LUMO gap in eV: 8.40
Structure (SMILES): C/C=N/N.N/C=N\O
E_tot in a.u.: -414.437475
HOMO in eV: -7.39
Relative energy (zero: lowest compared OMol25 entry of this formula, charge and spin) in kcal per mole: 110.3

6.
Density functional theory data (the ωB97M-V functional and the def2-TZVPD basis) for 12 unconnected molecules or ions with the total composition C26H53Br22O2P in a non-equilibrium geometry.

Geometry (Å):
Br1 3.35 7.03 -1.69
Br2 -1.39 2.62 -8.79
Br3 -1.51 -1.64 2.86
Br4 -0.82 -6.38 4.92
Br5 1.08 5.78 0.90
Br6 0.14 7.97 6.01
Br7 0.47 -1.90 7.89
Br8 -4.60 -2.13 0.74
Br9 -0.21 5.74 -5.98
Br10 -0.49 -6.15 1.60
Br11 5.29 -5.26 5.33
Br12 0.34 -1.54 -10.18
Br13 0.51 -2.73 -13.66
Br14 0.74 3.24 -11.74
Br15 -1.65 7.25 -2.95
Br16 -3.02 -5.08 7.54
Br17 -3.59 -4.51 -1.92
Br18 3.10 -7.90 4.06
Br19 2.54 -6.73 -0.39
Br20 1.51 -3.26 4.66
Br21 3.39 8.79 4.50
Br22 -4.31 -2.43 5.08
P1 -2.85 -0.77 -2.47
O1 -1.30 2.01 0.10
O2 -0.59 3.73 -1.18
C1 2.82 7.89 -0.02
C2 -0.06 -7.65 0.44
C3 -2.85 3.83 -0.32
C4 1.38 6.81 5.07
C5 0.38 3.42 -8.90
C6 -1.50 3.20 -0.54
C7 -2.12 0.87 -1.98
C8 2.67 6.89 1.09
C9 4.91 -5.73 3.48
C10 -2.17 -0.66 4.40
C11 0.68 6.64 -4.50
C12 2.82 7.15 5.38
C13 0.11 -0.55 -11.84
C14 0.54 4.29 -10.12
C15 -2.61 -1.59 5.50
C16 -0.36 -5.61 6.64
C17 2.26 -1.77 5.64
C18 3.46 -6.13 3.34
C19 0.05 6.31 -3.18
C20 2.26 -2.03 7.13
C21 -1.91 0.83 -0.47
C22 -3.63 -4.73 0.02
C23 1.40 -8.02 0.52
C24 -4.81 -4.06 0.65
C25 -0.62 -1.35 -12.88
C26 -1.33 -6.02 7.72
H1 -0.32 4.93 -10.27
H2 -5.73 -4.25 0.11
H3 -2.85 0.60 0.05
H4 -2.78 -1.03 6.42
H5 0.64 -5.97 6.87
H6 1.44 4.89 -10.04
H7 -3.60 3.34 -0.96
H8 -2.99 -0.03 4.05
H9 -2.79 4.88 -0.62
H10 -0.92 -0.71 -13.71
H11 -1.84 -1.36 -3.25
H12 2.62 -3.02 7.37
H13 1.71 6.28 -4.52
H14 -1.55 -7.08 7.70
H15 -1.49 -1.86 -12.47
H16 0.68 6.65 -2.36
H17 3.28 -1.66 5.29
H18 5.60 -6.52 3.20
H19 -0.33 -4.54 6.51
H20 -1.90 -2.39 5.68
H21 -0.66 -8.48 0.79
H22 1.15 6.91 4.01
H23 2.80 -5.45 3.87
H24 -1.21 0.01 -0.24
H25 -3.75 -0.36 -3.47
H26 1.68 -0.90 5.37
H27 -0.16 5.26 -3.06
H28 -3.67 -5.80 0.18
H29 -4.92 -4.39 1.68
H30 -2.85 1.63 -2.29
H31 -2.68 -4.34 0.40
H32 0.48 4.02 -8.00
H33 2.56 7.41 2.04
H34 -3.18 3.73 0.71
H35 1.15 5.80 5.39
H36 1.10 2.60 -8.88
H37 1.89 8.41 -0.23
H38 -0.94 -5.74 8.70
H39 -0.47 0.34 -11.57
H40 2.86 -1.29 7.65
H41 3.60 8.60 0.21
H42 1.75 -8.07 1.55
H43 2.98 7.29 6.44
H44 5.10 -4.84 2.90
H45 -1.19 1.04 -2.52
H46 3.48 6.37 5.01
H47 3.51 6.20 1.14
H48 3.17 -6.17 2.29
H49 1.58 -8.97 0.03
H50 -1.35 -0.03 4.74
H51 -0.36 -7.37 -0.56
H52 1.10 -0.25 -12.16
H53 0.66 7.70 -4.72

Properties
HOMO-LUMO gap in eV: 8.68
Structure (SMILES): CC(=O)OCCP.BrCCBr.BrCCBr.BrCCBr.BrCCBr.BrCCBr.BrCCBr.BrCCBr.BrCCBr.BrCCBr.BrCCBr.BrCCBr
E_tot in a.u.: -58142.617325
HOMO in eV: -8.72

7.
Density functional theory data (the ωB97M-V functional and the def2-TZVPD basis) for C20H19NO6 in the gas phase.

Geometry (Å):
O1 -0.55 -3.27 -2.33
O2 -3.42 -4.52 -1.01
O3 -0.55 -1.22 -3.25
O4 1.53 -1.74 -0.82
O5 -1.21 3.20 0.61
O6 -1.45 0.27 2.66
N1 -1.65 1.07 0.01
C1 1.72 4.12 1.86
C2 -2.01 -1.95 2.07
C3 -2.68 -3.59 -1.23
C4 -2.34 -2.88 1.11
C5 2.28 2.19 0.35
C6 -2.12 -1.22 -0.61
C7 0.01 -2.12 -2.67
C8 2.54 1.10 1.18
C9 -2.37 -2.54 -0.24
C10 -1.94 -3.47 -2.57
C11 2.26 -0.19 0.77
C12 1.46 -2.09 -2.19
C13 2.65 3.58 0.77
C14 1.67 1.95 -0.87
C15 1.70 -0.42 -0.48
C16 -0.84 1.48 2.25
C17 -1.73 -0.64 1.70
C18 -1.27 2.02 0.89
C19 1.38 0.66 -1.29
C20 -1.82 -0.27 0.35
H1 0.91 0.50 -2.25
H2 2.04 -1.39 -2.81
H3 -2.05 -4.41 -3.11
H4 -1.96 -2.21 3.11
H5 3.68 3.58 1.15
H6 3.01 1.27 2.14
H7 1.42 2.78 -1.52
H8 1.88 -3.10 -2.26
H9 0.25 1.35 2.20
H10 -2.34 -2.65 -3.16
H11 -2.21 -0.90 -1.64
H12 -1.07 2.22 3.02
H13 2.01 5.14 2.13
H14 2.48 -1.03 1.40
H15 1.77 3.50 2.75
H16 -2.55 -3.90 1.39
H17 0.69 4.14 1.50
H18 2.61 4.25 -0.09
H19 -1.84 1.35 -0.95

Properties
HOMO-LUMO gap in eV: 8.77
Structure (SMILES): CCc1ccc(OCC(=O)OCC(=O)c2ccc3c(c2)NC(=O)CO3)cc1
E_tot in a.u.: -1279.751080
HOMO in eV: -8.52
Relative energy (zero: lowest compared OMol25 entry of this formula, charge and spin) in kcal per mole: 22.0

8.
Density functional theory data (the ωB97M-V functional and the def2-TZVPD basis) for C4H8OP2 in the gas phase in a non-equilibrium geometry.

Geometry (Å):
P1 -1.68 -0.66 0.01
P2 -2.00 1.53 -0.23
O1 -2.47 -1.52 0.98
C1 0.87 1.05 0.45
C2 -0.61 0.73 0.78
C3 -1.13 -1.02 -1.56
C4 1.77 -0.14 0.32
H1 -1.31 -2.04 -2.06
H2 -0.35 -0.39 -1.97
H3 0.61 1.54 -0.51
H4 -0.73 0.45 1.81
H5 1.24 -0.81 -0.24
H6 2.08 -0.53 1.23
H7 1.10 1.60 1.36
H8 2.61 0.21 -0.36

Properties
HOMO-LUMO gap (alpha / beta) in eV: 7.16 / 6.59
E_tot in a.u.: -915.018001
HOMO (alpha / beta) in eV: -8.78 / -8.29
Relative energy (zero: lowest compared OMol25 entry of this formula, charge and spin) in kcal per mole: 42.7

9.
Density functional theory data (the ωB97M-V functional and the def2-TZVPD basis) for 2 unconnected molecules or ions with the total composition C4H7OP in a non-equilibrium geometry.

Geometry (Å):
P1 -1.98 1.28 1.92
O1 -2.20 1.88 -1.04
C1 0.49 -1.13 1.05
C2 -1.16 1.32 -0.72
C3 0.00 1.12 -1.66
C4 -1.05 0.83 0.63
H1 -0.11 -1.58 1.81
H2 0.79 0.55 -1.19
H3 1.35 -0.57 1.37
H4 0.36 2.09 -1.97
H5 0.50 -1.58 0.08
H6 -1.49 0.35 2.85
H7 -0.35 0.60 -2.55

Properties
HOMO-LUMO gap (alpha / beta) in eV: 8.07 / 7.93
E_tot in a.u.: -573.025878
HOMO (alpha / beta) in eV: -8.85 / -8.68
Relative energy (zero: lowest compared OMol25 entry of this formula, charge and spin) in kcal per mole: 106.3